Formula: C17H30O2
Source: OMol25
Level of theory: the ωB97M-V functional and the def2-TZVPD basis

As for the SMILES: CC1(C)CCC[C@]2(C)[C@@H]([C@@H](O)CCO)[C@H]3CC[C@@H]2[C@H]31. The calculation puts the LUMO energy at 0.79 eV. The calculation puts the strongest force on any atom at 1.41 eV Å⁻¹. As for the relative energy (zero: lowest compared OMol25 entry of this formula, charge and spin): 0.00 kJ/mol.

Structure (XYZ):
```
49
Properties=species:S:1:pos:R:3:forces:R:3
C 1.882133 1.833143 2.789017 0.5129 0.2065 -0.4929
C 1.076515 0.682045 2.167357 -0.1967 0.1388 0.2185
C 1.514445 -0.563093 2.913565 -0.2749 -0.1051 0.3888
C -0.434212 0.945776 2.464734 0.3329 -0.0856 0.1998
C -1.058487 2.089330 1.680150 0.6094 -0.5352 -0.5053
C -1.551416 1.654701 0.283577 0.7749 0.3269 0.2163
C -0.420141 1.042100 -0.655127 -0.9364 0.4769 -0.2587
C -0.793349 1.458986 -2.096354 -0.1242 -1.2313 -0.3103
C -0.307819 -0.516578 -0.445660 0.5633 0.0200 -1.2970
C -1.095276 -1.421606 -1.471784 0.8930 0.1941 0.6094
O -0.411577 -1.628987 -2.708538 -0.0473 -0.0693 -0.3146
C -1.357064 -2.846586 -0.931280 0.1741 0.4408 -0.6399
C -2.364432 -3.610039 -1.822425 -0.2825 -0.1112 1.3591
O -3.638765 -2.939221 -1.810727 0.2255 0.1836 0.0651
C 1.208242 -0.675505 -0.217799 0.5726 -0.8194 0.7086
C 2.093729 -0.314705 -1.418447 -0.1249 -0.7136 -0.8621
C 2.006284 1.209554 -1.494670 -0.2771 0.4797 -0.7795
C 1.024435 1.539951 -0.345869 0.4032 -0.0052 -0.1163
C 1.545385 0.544652 0.690675 -0.4162 -0.1224 0.4541
H 1.583194 2.053085 3.802103 -0.1128 -0.1847 0.4748
H 1.780258 2.764926 2.253420 -0.1990 0.3660 -0.3704
H 2.964200 1.629915 2.774228 -0.2981 -0.1652 0.0963
H 0.992012 -1.427708 2.533210 -0.1972 -0.4519 -0.0567
H 1.284099 -0.468926 3.985158 0.1312 -0.0610 -0.2229
H 2.581925 -0.733336 2.792152 0.1436 -0.0300 0.0446
H -0.519622 1.222579 3.526746 0.2466 -0.2916 -0.1004
H -1.036306 0.034330 2.348508 0.1544 0.0859 -0.0233
H -0.286165 2.881052 1.604631 -0.6112 -0.1650 -0.1200
H -1.881050 2.485637 2.262358 -0.2962 0.2169 -0.0327
H -2.002904 2.562279 -0.134471 0.1670 -0.1903 -0.4648
H -2.379560 0.928404 0.381494 0.3793 0.1283 -0.0346
H -0.542549 2.485601 -2.263579 0.2095 0.7107 -0.0866
H -0.306000 0.861207 -2.896385 0.0277 0.5596 0.6042
H -1.854978 1.354320 -2.298511 -0.3032 -0.0233 0.1905
H -0.709513 -0.799343 0.495897 -0.7598 0.0623 0.9198
H -2.059553 -0.930692 -1.635597 -0.0492 -0.0891 -0.0916
H -0.405771 -0.840287 -3.266993 -0.2163 -0.2360 0.3948
H -1.748556 -2.764782 0.083057 -0.1140 -0.0956 0.0222
H -0.379115 -3.393686 -0.876437 -0.8539 0.3373 -0.1702
H -2.000301 -3.713176 -2.822999 0.3429 0.0117 -0.6517
H -2.490210 -4.601383 -1.370661 0.0516 -0.0610 -0.2054
H -4.295866 -3.408797 -2.345072 0.5275 0.0084 0.1619
H 1.502159 -1.637584 0.237833 -0.2633 0.2303 -0.2758
H 1.734678 -0.755547 -2.363278 0.2541 -0.0759 0.5551
H 3.122346 -0.660973 -1.253583 -0.2330 0.0361 -0.0082
H 2.977796 1.680340 -1.343637 -0.0201 0.0625 0.3486
H 1.715501 1.536280 -2.512222 -0.1396 -0.0196 0.6357
H 1.101840 2.573361 -0.062309 -0.2382 0.5944 0.1281
H 2.639377 0.598986 0.794546 -0.1114 0.0607 -0.3043
```
Positions in Å, forces in eV/Å.

---

Formula: C17H31BiN2O2P2
Source: OMol25
Level of theory: the ωB97M-V functional and the def2-TZVPD basis

The calculation puts the LUMO energy at -7.76 eV. The calculation puts the strongest force on any atom at 2.37 eV Å⁻¹. As for the relative energy (zero: lowest compared OMol25 entry of this formula, charge and spin): 0.00 kJ/mol. Its charge is +2.

Structure (XYZ):
```
55
Properties=species:S:1:pos:R:3:forces:R:3
Bi 0.691544 -0.344722 -0.387637 1.4386 -1.8462 0.3853
P -1.639879 -1.764183 -0.577546 -1.3472 0.3255 0.4104
C -2.137996 -0.796874 -2.070247 0.0881 -0.0901 -0.2258
C -2.284930 0.681898 -1.761630 0.3692 0.0008 0.1343
N -1.261489 1.234073 -1.067468 0.0793 0.0519 -0.0776
C -1.239417 2.564701 -0.846656 -0.1791 -0.5167 0.0540
C -2.274801 3.376025 -1.289727 0.1374 0.0814 -0.1498
C -3.336653 2.822162 -1.995306 0.1312 -0.1550 0.1510
C -3.351164 1.447995 -2.214276 0.0792 -0.3917 0.0189
C -0.084202 3.159103 -0.074475 0.2494 0.1820 0.3642
P 1.460174 2.154024 -0.088637 -0.3511 1.7778 0.5809
H -4.164083 0.937384 -2.731429 0.2002 0.3322 0.0259
H -2.208845 4.438660 -1.084204 -0.1497 -0.0651 -0.1134
H -4.134420 3.448262 -2.380131 0.0496 -0.0547 0.1210
H 0.171994 4.146481 -0.492372 -0.1792 -0.2613 0.2190
H -0.358627 3.310950 0.984012 -0.0470 -0.0266 -0.3407
H -1.313354 -0.925176 -2.826779 -0.8532 0.0803 0.5624
H -3.075527 -1.226773 -2.463947 0.4043 0.2532 0.0191
H 1.995352 -0.110070 -3.141557 -1.3153 -0.4398 -0.1233
O 1.025823 -0.428836 -3.114233 0.9701 -0.1048 -0.5656
H 1.026601 -1.227078 -3.671685 -0.0565 0.3844 0.1166
H 3.462836 -0.109082 -1.729123 0.3971 0.2294 -0.8596
O 3.447697 0.306313 -2.622081 0.6741 -0.5000 0.8215
H 4.286384 0.044308 -3.042923 -0.2951 0.1029 0.1062
C 2.363306 2.880705 -1.486291 0.3309 -0.2463 -0.2714
H 2.595179 3.932810 -1.262198 -0.1477 -0.3032 0.0455
H 3.297416 2.329975 -1.665504 -0.3463 0.3378 0.0089
H 1.747309 2.830961 -2.397732 0.2057 -0.0295 0.2796
C 2.374783 2.538750 1.427284 0.1679 0.0776 0.1843
H 3.205027 1.825699 1.547008 -0.2647 0.1881 -0.0070
H 2.783435 3.560269 1.374659 -0.1583 -0.3162 0.0235
H 1.714139 2.449936 2.303157 0.2134 -0.0552 -0.2910
C -2.968125 -1.569201 0.655226 -0.1801 0.0191 0.1456
H -3.874763 -2.090209 0.311293 0.2498 0.2009 0.0536
H -2.655383 -2.015589 1.611440 -0.0639 0.1151 -0.3702
H -3.203236 -0.511550 0.835454 0.1187 -0.2523 -0.0756
C -1.775754 -3.497967 -1.087083 0.5508 -0.2756 0.0041
H -1.294477 -4.124704 -0.323232 -0.1732 0.0691 -0.2540
H -2.836236 -3.778380 -1.167737 0.3038 0.1793 -0.0094
H -1.271613 -3.657844 -2.049637 -0.1335 -0.0250 0.2697
C -0.401040 -0.531736 3.032320 -0.7091 -0.0326 0.4213
C 0.997842 -0.944111 2.884935 1.4758 -0.3593 1.0605
C 1.918343 -1.299234 3.888058 -1.0769 0.5861 -1.0308
C 3.136250 -1.599516 3.243437 -0.1386 0.0876 -1.5639
C 2.918117 -1.434905 1.862943 -0.0118 -0.0698 1.5825
C 3.875305 -1.605897 0.761526 0.8648 -0.0871 -0.4243
N 1.611803 -1.052322 1.659413 -1.0419 0.6568 -0.6798
H -1.077429 -1.398152 3.061028 -0.0093 0.2582 0.0388
H -0.728932 0.128633 2.217514 -0.0731 0.0954 -0.0657
H -0.522906 0.026595 3.969849 -0.1616 -0.1445 -0.2691
H 1.685991 -1.307319 4.944757 0.1397 -0.0535 -0.1107
H 4.083132 -1.905022 3.676939 -0.2753 0.0259 -0.0144
H 4.631450 -0.802783 0.768710 -0.1092 -0.2619 -0.1885
H 4.408611 -2.563724 0.862588 -0.0851 0.3406 -0.1978
H 3.381254 -1.622935 -0.223616 0.0439 -0.0753 0.0708
```
Positions in Å, forces in eV/Å.

---

Formula: C17H31Cl3O2P2Pd
Source: OMol25
Level of theory: the ωB97M-V functional and the def2-TZVPD basis

As for the expectation value of S²: 2.011. The calculation puts the LUMO energy (alpha / beta) at -0.11 / -0.16 eV. The calculation puts the strongest force on any atom at 5.02 eV Å⁻¹. As for the relative energy (zero: lowest compared OMol25 entry of this formula, charge and spin): 0.00 kJ/mol. As for the spin multiplicity: 3.

Structure (XYZ):
```
56
Properties=species:S:1:pos:R:3:forces:R:3
P 0.619128 -2.035356 1.389788 -1.3278 1.1218 -1.0092
P 0.210268 2.312314 1.748839 -0.5592 -1.3462 2.4721
C 0.805203 -0.407033 0.516432 -0.1371 -0.0132 -0.4052
C 1.237747 1.052055 0.916732 0.4094 -0.2326 -0.1665
H -0.169675 -0.306634 0.008715 -0.1550 -0.0784 -0.2091
H 1.498281 -0.711606 -0.284567 -0.2452 0.2540 0.0201
H 2.207833 1.054767 1.450328 -0.5961 0.1523 -0.1196
H 1.415006 1.587272 -0.035597 0.1003 -0.4762 0.0260
C -1.362079 2.772264 1.036174 -0.2860 0.2631 -0.6883
H -1.995256 3.243644 1.807275 0.4476 -0.3310 -0.0645
H -1.896067 1.919053 0.598734 0.1546 -0.0484 0.1302
H -1.222255 3.513262 0.239230 0.0881 -0.2190 0.0368
C 1.264212 3.759306 1.839160 0.2388 0.1534 -0.5649
H 1.053272 4.344113 0.924808 0.1842 -0.1069 0.4064
H 2.317995 3.434982 1.818687 -0.4055 0.2726 0.2090
H 1.054651 4.362983 2.735112 0.0375 -0.3188 -0.3479
C -0.506138 -3.148813 0.483649 0.4071 -0.0743 -0.3622
H -0.709126 -4.009718 1.134200 0.1083 0.2510 0.1135
H -0.082375 -3.541493 -0.442565 0.0410 0.1871 0.1273
H -1.458874 -2.656736 0.233453 0.1573 0.1913 0.0411
C 2.202592 -2.838095 1.395310 0.5197 -0.2196 0.4378
H 2.956792 -2.171196 1.828716 -0.0687 -0.2346 -0.0125
H 2.477148 -3.078204 0.357644 -0.1497 0.1375 0.2802
H 2.137113 -3.771188 1.969459 0.1348 0.2171 -0.1114
Pd -1.412986 -0.709319 -1.687367 -1.1052 -0.3594 3.7113
C -0.392534 0.968008 -2.421760 0.4315 0.5720 -0.1437
C -1.805729 1.033672 -2.601522 0.7606 1.7397 0.6336
C -2.466916 0.429481 -3.791296 -0.5222 0.1385 -0.5412
C -2.030571 -1.001817 -4.284125 -0.6409 -0.0702 -0.3235
C -1.465480 -1.985282 -3.293659 0.2385 -1.5171 0.5487
C -0.156678 -1.886613 -2.743520 -0.3846 -0.8607 -0.6718
C 0.912790 -1.044281 -3.341388 0.2601 0.2440 -0.5998
C 0.517803 0.439571 -3.502241 0.5744 -0.1394 -0.1749
C -0.285693 -1.878254 2.906541 -0.1556 -0.0085 0.9668
H 0.110646 1.647240 -1.723426 -0.4255 0.1049 -0.1148
H -2.274332 1.908436 -2.140128 -0.3409 -0.3918 -0.1671
H -2.344429 1.106084 -4.634865 -0.0179 0.1715 -0.4983
H -3.535981 0.422776 -3.570731 0.0220 -0.1447 -0.0987
H -2.976824 -1.469252 -4.606225 0.5572 0.2541 -0.5723
H -1.311997 -0.862974 -5.104661 -0.4589 -0.2595 -0.1600
H -1.975652 -2.969393 -3.189546 0.2698 0.9038 -0.1383
H 0.167504 -2.737860 -2.168808 0.3083 -0.4739 -0.1950
H 1.052411 -1.453794 -4.342038 0.6734 -0.0062 -0.3359
H 1.860197 -1.164096 -2.787216 -0.2702 0.1484 -0.1293
H 1.456289 1.014426 -3.526527 -0.2867 0.0888 -0.2225
H 0.002123 0.571542 -4.461750 0.3966 0.0602 0.0665
H -0.456068 -0.843380 3.209899 0.3121 -0.0151 0.0024
H 0.261178 -2.406312 3.686271 -0.1095 0.1072 0.2686
H -1.271187 -2.341733 2.783542 0.3047 0.0144 -0.0599
Cl 2.083938 3.050221 5.008298 1.5630 0.9408 0.1379
C 1.368622 1.423362 5.054535 -4.4416 -0.1943 -0.9309
Cl 2.315224 0.294687 3.969931 0.8638 -0.2081 -0.3975
Cl 1.348771 0.756910 6.678138 0.1755 0.2882 -0.0617
C -0.088975 1.609758 4.545549 4.6132 -1.5404 1.2578
O -1.043041 1.714903 5.260782 -2.5120 0.4702 1.2515
O -0.217808 1.683362 3.149606 0.2485 0.4409 -2.5474
```
Positions in Å, forces in eV/Å.

---

Formula: C17H31Cl3O2P2Pd
Source: OMol25
Level of theory: the ωB97M-V functional and the def2-TZVPD basis

As for the expectation value of S²: 6.019. The calculation puts the LUMO energy (alpha / beta) at -6.27 / -8.56 eV. The calculation puts the strongest force on any atom at 2.97 eV Å⁻¹. As for the relative energy (zero: lowest compared OMol25 entry of this formula, charge and spin): 251.09 kJ/mol. Its charge is +2. As for the spin multiplicity: 5.

Structure (XYZ):
```
56
Properties=species:S:1:pos:R:3:forces:R:3
P 2.573612 0.237163 -1.150940 0.0591 -0.3678 -0.1879
P -0.608508 -2.108001 -1.279500 -0.5373 0.3808 -1.1146
C 2.320590 -1.573641 -1.763645 -0.2711 0.5157 0.4632
C 0.961993 -1.977861 -2.393525 -0.5230 0.3296 0.5175
H 2.642549 -2.267873 -0.961499 -0.2237 0.3763 -0.3909
H 3.088136 -1.633947 -2.563045 -0.2732 0.0955 0.3926
H 0.699442 -1.357534 -3.277479 0.1996 -0.3817 0.5515
H 1.033831 -3.040401 -2.723841 -0.0080 0.6628 0.0737
C -0.176412 -3.463296 -0.215738 0.0036 -1.0554 0.6968
H -0.973638 -3.574969 0.548441 0.4990 -0.1937 -0.4027
H 0.803421 -3.336332 0.311592 -0.9329 -0.0539 -0.5630
H -0.126365 -4.375938 -0.851149 -0.0641 0.4505 0.5258
C -1.858084 -2.572697 -2.492501 0.5921 -0.3225 0.3046
H -1.584827 -3.580003 -2.811535 -0.4429 0.0246 -0.3843
H -1.828968 -1.857657 -3.325145 -0.1577 -0.2808 0.1708
H -2.814723 -2.549570 -1.968624 -0.0670 -0.1864 -0.3781
C 4.293426 0.264130 -0.630379 0.1514 0.0116 -0.1717
H 4.478735 1.225546 -0.132088 0.1626 -0.3217 -0.1677
H 4.925200 0.174459 -1.524401 0.0143 -0.0130 0.3344
H 4.505288 -0.562538 0.064025 -0.0437 0.2800 -0.2077
C 2.335667 1.188674 -2.645888 0.3197 0.1882 -0.4921
H 1.427704 0.901394 -3.186016 0.3890 0.0725 0.1790
H 3.172964 1.032179 -3.330016 0.0558 0.1465 0.1082
H 2.262220 2.239607 -2.358661 0.0894 0.0113 -0.2728
Pd -1.507364 2.019261 1.240006 -1.9519 -2.1578 0.5991
C -1.738210 -0.776817 -0.183494 0.9856 0.2026 -0.5412
C -0.898130 -0.821022 1.021448 -2.0631 -0.6540 1.3721
C 0.561657 -0.785303 1.119190 1.9509 -0.3416 1.1946
C 1.485017 0.439899 1.443213 -0.1122 -0.3129 1.0384
C 1.704209 1.318986 0.215132 -0.3816 -0.3401 -0.5843
C 0.391903 1.838287 -0.359497 1.8408 0.3685 -1.2054
C -0.287046 0.836367 -1.206380 0.5386 -0.2068 -0.9451
C -1.741741 0.530788 -0.990257 -0.5905 0.5044 -0.4169
C -0.823908 3.593584 2.086948 0.2419 2.3670 1.2622
H -2.756847 -1.203705 -0.054925 0.8202 -0.0443 -0.0168
H -1.381799 -1.452511 1.793966 0.4175 0.8481 -0.2219
H 1.072347 -1.195007 0.245727 -0.3207 -0.2790 -0.3761
H 0.818591 -1.540268 1.880984 -0.1020 0.4086 0.0287
H 1.099121 0.959760 2.350584 0.1272 0.0863 -0.8531
H 2.459353 0.021810 1.785217 -0.5426 0.1630 -0.2895
H 2.515670 2.083846 0.321276 -0.8501 -0.4123 0.2094
H 0.429987 2.854549 -0.788874 -0.3022 -0.2441 0.7013
H 0.259329 -0.080242 -1.007303 -0.1387 0.0286 -0.0505
H -0.078743 0.941646 -2.271727 -0.3860 0.7542 0.0016
H -2.248180 1.464611 -0.549638 0.0656 -1.3978 -0.2131
H -2.279518 0.456819 -1.953062 0.1368 -0.2950 0.4377
H -1.665275 4.272387 1.829788 0.7023 0.0270 0.2847
H 0.119531 3.799813 1.558369 -0.1818 0.1750 0.3492
H -0.757325 3.342839 3.156271 0.2378 0.3279 -0.3311
Cl -3.598065 3.031247 5.118899 -0.3358 -0.2489 -0.0284
C -4.214464 1.503952 4.429629 1.3537 -0.6560 -1.0128
Cl -4.296006 0.219947 5.640297 -0.0834 0.3946 -0.1747
Cl -5.753597 1.721561 3.594566 0.1475 0.0428 0.4866
C -3.054089 1.111217 3.338900 -0.5948 -0.1103 0.9842
O -1.975435 0.627808 3.710451 -1.0297 0.8221 -0.9647
O -3.414227 1.432997 2.145854 1.4101 -0.1891 -0.3089
```
Positions in Å, forces in eV/Å.